The following is a DFT calculation (ωB97M-V with the def2-TZVPD basis set) of C44H39AsF6NOPtSbSi as an isolated structure at a distorted geometry.

CARTESIAN COORDINATES (ANGSTROEM)
Pt1 0.09455 0.09797 -0.27342
F1 -0.89768 0.56549 1.77543
Sb1 -1.55594 0.75913 3.61970
F2 -2.24056 0.85654 5.39809
F3 -1.85244 -1.13796 3.52604
F4 -3.29343 1.04177 2.86710
F5 0.22441 0.40213 4.21104
F6 -1.23123 2.62124 3.63479
C1 -1.27273 -6.96258 1.63934
C2 -1.02560 -6.80029 0.28614
C3 -0.81501 -5.53400 -0.23622
C4 -0.85180 -4.41372 0.58395
C5 -1.08923 -4.58815 1.94301
C6 -1.30530 -5.85249 2.46790
As1 -0.60797 -2.50444 -0.05253
C7 0.00498 -2.94030 -1.86531
C8 1.11422 -3.75657 -2.05784
C9 1.57665 -4.04348 -3.32998
C10 0.93959 -3.50806 -4.43764
C11 -0.16374 -2.69037 -4.26003
C12 -0.61488 -2.40009 -2.98478
C13 -2.50567 -2.23628 -0.45556
C14 -3.24026 -3.22199 -1.10818
C15 -4.59531 -3.06295 -1.32865
C16 -5.23991 -1.92205 -0.87504
C17 -4.51884 -0.92839 -0.23883
C18 -3.15653 -1.08223 -0.04103
H1 -1.43231 -7.95270 2.04270
H2 -0.99486 -7.66350 -0.36738
H3 -0.62778 -5.42544 -1.29825
H4 -1.11905 -3.71922 2.59248
H5 -1.49578 -5.97740 3.52432
H6 1.62592 -4.16247 -1.19143
H7 2.44199 -4.68137 -3.45847
H8 1.31048 -3.71263 -5.43277
H9 -0.66672 -2.26945 -5.11837
H10 -1.44815 -1.72218 -2.84712
H11 -2.73951 -4.12549 -1.43849
H12 -5.14826 -3.83175 -1.85102
H13 -6.30376 -1.81134 -1.02398
H14 -5.01434 -0.03660 0.11463
H15 -2.60862 -0.29692 0.46328
O1 0.31669 2.36211 -0.07768
Si1 0.07730 3.40270 -1.21889
C19 -1.56805 3.13620 -2.14696
C20 -2.21716 1.91308 -2.04675
C21 -3.42394 1.67638 -2.68140
C22 -3.99546 2.67262 -3.45701
C23 -3.35143 3.89125 -3.59254
C24 -2.15434 4.11772 -2.93659
C25 1.40875 3.35121 -2.58536
C26 2.72053 3.66732 -2.25421
C27 3.72614 3.66054 -3.20132
C28 3.43447 3.33144 -4.51327
C29 2.13876 2.99641 -4.86090
C30 1.13995 3.00482 -3.90355
C31 0.12339 5.16088 -0.48528
C32 -0.32474 5.36291 0.81376
C33 -0.27003 6.61155 1.40627
C34 0.24093 7.68948 0.70317
C35 0.69961 7.50446 -0.59051
C36 0.64026 6.25041 -1.17451
H16 -1.75254 1.12054 -1.45214
H17 -3.92638 0.72389 -2.57062
H18 -4.93933 2.50068 -3.95681
H19 -3.78831 4.66903 -4.20671
H20 -1.65847 5.07316 -3.03904
H21 2.94758 3.92951 -1.23135
H22 4.73735 3.91964 -2.92151
H23 4.21490 3.33458 -5.26045
H24 1.90731 2.73673 -5.88610
H25 0.12908 2.74444 -4.18763
H26 -0.70675 4.52274 1.37140
H27 -0.61984 6.74346 2.42126
H28 0.29161 8.66807 1.16344
H29 1.11228 8.34243 -1.13974
H30 1.01485 6.11755 -2.18104
C37 2.49328 -0.44729 -4.12042
C38 3.30828 0.01681 -2.95792
C39 4.63134 0.36155 -3.10794
C40 5.38904 0.80246 -2.03144
C41 4.80594 0.88083 -0.77463
C42 3.49552 0.52005 -0.55460
C43 2.91160 0.55627 0.81551
C44 2.68470 0.08982 -1.66835
N1 1.42663 -0.22531 -1.54048
H31 2.96684 -0.16268 -5.05715
H32 1.48912 -0.03086 -4.06996
H33 2.38877 -1.53293 -4.09426
H34 5.08462 0.30181 -4.08783
H35 6.42249 1.07930 -2.17570
H36 5.39142 1.23782 0.06149
H37 3.66953 0.81065 1.55412
H38 2.47939 -0.41807 1.07234
H39 2.12260 1.31432 0.85591

Output
- Kohn-Sham gap (spin up / spin down) (eV) = 6.511 / 6.710
- net charge = -1
- HOMO (spin up / spin down) (eV) = -5.16 / -5.43
- molar mass (g/mol) = 1131.6
- <S²> = 1.094
- energy relative to the best compared isomer or geometry (same formula, charge and spin) (kcal/mol) = 42.3
- LUMO energy (spin up / spin down) (eV) = 1.354 / 1.284
- E (a.u.) = -5314.323522
- multiplicity = 2